i.
Molecular formula: C8H9NO
Method: DFT, ωB97M-V with the def2-TZVPD basis set

The geometry in ORCA input format:
```
! RIJCOSX wB97M-V def2-TZVPD def2/J DEFGRID3
* xyz 0 1
C -4.1084 1.3471 -0.1708
C -3.0824 0.7468 -0.0446
C 0.2263 2.0305 -0.0543
C -1.1179 -0.7812 1.0020
C 0.4025 -0.2125 -0.9926
C -0.9025 -0.8470 -0.5044
C -1.9612 0.0062 0.0543
C 2.2420 0.7139 0.3694
N 0.9257 0.9342 -0.2241
O 0.2774 3.1610 0.3492
H -4.7954 2.1152 -0.1175
H -1.5625 -1.6942 1.4112
H -0.3730 -0.3562 1.5636
H 1.1906 -0.9758 -1.0476
H 0.1931 -0.0001 -2.0165
H -1.3704 -1.5661 -1.3446
H 2.6191 -0.2145 -0.0355
H 2.7197 1.6153 0.0423
H 2.2568 0.5626 1.5053
*
```



ii.
Molecular formula: C8H9NO
Method: DFT, ωB97M-V with the def2-TZVPD basis set

As for the SMILES: C/C1=C\C=N/C=C=CCO1.

The geometry in ORCA input format:
```
! RIJCOSX wB97M-V def2-TZVPD def2/J DEFGRID3
* xyz 0 1
C -0.2836 0.4448 1.0781
C 0.3545 -1.5668 -0.7470
C 0.9285 1.3404 1.1656
C 2.3268 -0.4986 0.5783
C 1.3637 -1.1272 -0.0543
C -1.0202 -1.8344 -0.2701
C -1.0847 0.5663 0.0646
C -1.1889 1.6455 -0.9398
N 2.1241 0.8797 1.0065
O -1.8041 -0.6351 -0.1264
H -0.2143 -0.3606 1.6819
H 0.4550 -1.1988 -1.7917
H 0.9674 2.3632 1.4911
H 3.3384 -0.9511 0.7085
H -1.6125 -2.3975 -1.0684
H -1.1203 -2.4184 0.7093
H -0.1149 1.7838 -1.3472
H -1.4098 2.6509 -0.5595
H -2.0050 1.3137 -1.5795
*
```



Stability, lowest: i



i.
Molecular formula: C4H9N2O2
Method: DFT, ωB97M-V with the def2-TZVPD basis set

The geometry in ORCA input format:
```
! RIJCOSX wB97M-V def2-TZVPD def2/J DEFGRID3
* xyz 0 2
C 0.5402 0.8322 -0.1531
N 1.1701 1.3472 1.0413
C 1.4467 0.5454 2.1120
O 2.4196 0.6692 2.8252
C -0.5854 -0.2067 0.0992
N -1.5172 -0.1680 -1.0057
C -1.1537 -1.0434 -2.1228
O -2.1469 -1.8227 -2.5482
H 1.2542 0.3952 -0.8558
H 0.0818 1.6204 -0.7292
H 1.8530 2.0886 0.9715
H 0.6846 -0.2013 2.3542
H -1.0979 0.1102 0.9937
H -0.0968 -1.1828 0.2616
H -2.4250 -0.5509 -0.7711
H -0.2613 -1.6304 -1.8215
H -0.7790 -0.4864 -2.9928
*
```



ii.
Molecular formula: C4H9N2O2
Method: DFT, ωB97M-V with the def2-TZVPD basis set

The geometry in ORCA input format:
```
! RIJCOSX wB97M-V def2-TZVPD def2/J DEFGRID3
* xyz 0 2
C -0.1426 -0.1295 -1.0312
C 1.3103 -0.6509 -1.1502
C 2.2938 0.5997 -1.2064
O 2.6524 0.8586 0.0716
N -0.9244 -0.8873 -0.0639
C -1.6551 -0.2764 0.9177
N -1.0825 0.8580 1.4479
O -2.7330 -0.6914 1.3046
H -0.2052 0.9147 -0.7653
H -0.6338 -0.2895 -1.9964
H 1.5266 -1.0988 -0.1754
H 1.4472 -1.1881 -2.0752
H 3.1544 0.3348 -1.8113
H 1.7225 1.4154 -1.6715
H -1.3380 -1.7251 -0.4365
H -1.5124 1.1731 2.3020
H -0.0806 0.9699 1.4613
*
```



Stability, lowest: i



i.
Molecular formula: C3H2N2O
Method: DFT, ωB97M-V with the def2-TZVPD basis set

The geometry in ORCA input format:
```
! RIJCOSX wB97M-V def2-TZVPD def2/J DEFGRID3
* xyz 0 1
C -1.9081 -0.0311 0.1240
C 2.2140 -0.6250 0.2360
C -0.5858 0.4781 0.2076
N -2.9656 -0.4537 -0.0011
N 0.4155 -0.0061 -0.4142
O 3.0542 0.1086 -0.0011
H -0.4335 1.3338 0.8603
H 0.2095 -0.8046 -1.0115
*
```



ii.
Molecular formula: C3H2N2O
Method: DFT, ωB97M-V with the def2-TZVPD basis set

As for the SMILES: O=C1C=NN=C1.

The geometry in ORCA input format:
```
! RIJCOSX wB97M-V def2-TZVPD def2/J DEFGRID3
* xyz 0 1
C 0.3697 -0.7374 -0.1514
C -1.0106 -0.3468 -0.3617
C 0.7340 0.5098 0.8069
H -1.7828 -0.8923 -0.7205
H 1.6028 0.4963 1.3768
N -1.2366 0.7868 0.0521
N 0.0247 1.5795 0.5810
O 1.0131 -1.5903 -0.8564
*
```



Stability, lowest: ii



i.
Molecular formula: C11H14N2
Method: DFT, ωB97M-V with the def2-TZVPD basis set

As for the SMILES: C=C(C)/C=C\CC(=C)n1cccn1.

The geometry in ORCA input format:
```
! RIJCOSX wB97M-V def2-TZVPD def2/J DEFGRID3
* xyz 0 1
C -2.7155 -0.2941 -2.8728
C -3.1304 -1.2405 -1.9159
C -1.4404 -0.0686 -2.5681
C -0.1171 0.8826 1.3537
C -0.6007 -0.3216 1.1954
C 1.9835 1.9034 0.7707
C 1.2050 1.1763 1.7277
C 0.1753 -1.4921 0.5215
C 0.2250 -0.9424 -0.9000
C 1.8078 1.1863 3.1273
C 1.4126 -0.8493 -1.4954
N -2.0863 -1.5387 -1.1047
N -1.0658 -0.7512 -1.4885
H -3.3583 -0.1050 -3.7136
H -4.1509 -1.5104 -1.5672
H -0.8594 0.7465 -3.0435
H -0.8521 1.6973 1.3809
H -1.6870 -0.6110 1.0275
H 2.8448 2.1501 1.2680
H 1.1689 -1.7870 1.0219
H -0.3416 -2.4733 0.5349
H 1.4168 2.0714 3.7578
H 2.8673 1.3259 2.9997
H 1.7480 0.3648 3.7449
H 1.4320 -0.4050 -2.4350
H 2.3659 -1.2445 -1.0584
H 1.7527 2.1300 -0.2688
*
```



ii.
Molecular formula: C11H14N2
Method: DFT, ωB97M-V with the def2-TZVPD basis set

The geometry in ORCA input format:
```
! RIJCOSX wB97M-V def2-TZVPD def2/J DEFGRID3
* xyz 0 1
C -0.6053 -1.4055 2.1241
C 1.8012 -1.0414 -0.6823
C 1.5324 1.1276 -0.8934
C 0.7461 -0.7599 0.1738
C 0.4523 0.7056 -0.0209
C 0.0061 1.6992 1.0015
C 0.2190 -1.7282 1.0484
C -0.9372 1.2887 -0.2215
C 0.6918 -3.1849 0.9407
C -2.1623 0.4561 0.1063
C -1.0121 2.2193 -1.3958
N -1.4126 -1.2827 2.9041
N 2.1860 0.0792 -1.3557
H 2.2300 -2.0096 -0.9674
H 1.6276 2.1188 -1.4018
H -0.3835 1.3737 2.0498
H 0.4267 2.7035 0.8447
H 0.2756 -3.7627 1.7543
H 1.7479 -3.1929 0.9410
H 0.2479 -3.4825 -0.0316
H -3.0735 0.9233 -0.3290
H -2.3353 0.4120 1.1096
H -2.1808 -0.4364 -0.4271
H -0.6052 1.6974 -2.2553
H -0.4470 3.1003 -1.2780
H -1.9794 2.3847 -1.7053
H 2.9437 -0.0028 -2.0333
*
```



Stability, lowest: i